Density functional theory data (wB97M-V/def2-TZVPD) for a molecular structure, C14H39FeNO8 in a non-equilibrium geometry.

Geometry as XYZ:
```
63
Properties=species:S:1:pos:R:3:forces:R:3:lowdin_charge:R:1
Fe -0.72948 -1.22087 0.75529 1.87 -1.13 0.64 0.901
C -1.16548 -0.87887 -1.97871 -0.02 -1.56 -1.76 -0.073
O -0.47948 -0.16587 -0.97171 0.00 -0.91 -1.19 -0.248
C -0.48248 1.17213 -1.35171 0.77 3.12 0.48 -0.191
C 0.83652 1.93813 -1.22771 -1.19 1.01 0.25 -0.180
N 0.64352 3.32213 -1.69071 0.41 -1.55 -0.77 -0.053
C 1.91352 4.04213 -1.63471 -1.51 0.16 1.11 -0.169
C 1.58552 5.44513 -2.01971 4.02 -3.32 -7.54 -0.413
O 1.03152 6.14613 -1.16271 -3.64 4.79 7.01 -0.126
C 0.47452 7.37413 -1.59671 -0.36 -0.05 -0.84 -0.044
H -1.22948 -1.93287 -1.72471 0.41 -0.20 0.09 0.091
H -0.73048 -0.77587 -2.99571 0.34 -0.05 0.81 0.136
H -2.18548 -0.60587 -2.13771 -0.86 0.86 0.43 0.097
H -1.20648 1.71213 -0.77471 -0.57 0.24 0.85 0.111
H -0.84848 1.38613 -2.33571 0.03 -0.73 -0.96 0.134
H 1.61352 1.49013 -1.81171 0.45 -0.32 -0.60 0.121
H 1.19752 1.97813 -0.21471 0.16 -0.41 0.95 0.094
H -0.03148 3.88413 -1.19771 -0.37 -0.33 0.45 0.115
H 2.62952 3.53913 -2.24671 0.56 0.01 -0.55 0.123
H 2.22352 4.06213 -0.59971 0.79 -0.09 0.56 0.121
H 0.91852 5.34213 -2.86871 -0.25 -0.31 -1.07 0.129
H 2.46452 5.93413 -2.44871 0.65 0.04 -0.11 0.140
H 0.24052 7.90913 -0.70471 -0.11 0.59 0.37 0.088
H -0.42448 7.20613 -2.18271 -0.58 -0.44 0.16 0.091
H 1.03452 7.98413 -2.33071 0.81 -0.44 0.77 0.110
C -2.70848 -3.76587 1.70429 0.36 -0.70 -3.31 -0.078
C -2.22548 -3.11687 2.89529 -0.62 0.78 1.87 -0.267
O -1.07448 -2.28987 2.65429 0.93 0.28 0.33 -0.114
H -3.05948 -3.10987 0.88629 0.44 0.01 0.35 0.079
H -3.56748 -4.36487 1.86929 -0.79 -0.67 0.69 0.096
H -1.95348 -4.44587 1.26629 -0.32 0.32 0.14 0.094
H -1.99548 -3.91787 3.60429 0.14 0.49 0.32 0.145
H -2.99948 -2.43587 3.28229 0.12 -0.46 0.34 0.129
H -0.66548 -2.05287 3.51929 -0.47 -0.16 -0.95 0.149
C 2.81952 -1.32887 -0.58871 -0.71 -0.89 -1.71 -0.073
C 2.61652 -0.58487 0.63129 1.59 0.69 1.05 -0.269
O 1.42652 -1.08387 1.25629 0.19 0.45 2.09 -0.130
H 3.16852 -2.32187 -0.41671 -0.17 -0.92 -0.04 0.074
H 3.57052 -0.87087 -1.18071 0.74 0.59 -0.68 0.093
H 1.86352 -1.29087 -1.18171 0.96 -0.30 0.41 0.101
H 2.56752 0.43813 0.30429 -0.63 0.80 0.65 0.093
H 3.47852 -0.65087 1.36829 -1.00 -0.07 -0.86 0.164
H 1.68852 -1.11687 2.20229 -0.79 -0.09 -0.72 0.133
C -2.99048 0.26713 1.55929 -3.31 0.44 0.84 -0.218
C -1.97748 1.20813 1.92529 2.43 3.83 -0.09 -0.200
O -0.67648 0.61013 1.91229 0.03 0.45 0.42 -0.092
O -2.69348 -0.67487 0.56329 -0.68 -0.10 -0.74 -0.078
H -3.85748 0.88613 1.26829 0.15 -0.38 -0.06 0.169
H -3.29148 -0.22887 2.45629 -0.29 -0.84 0.59 0.125
H -2.14348 1.62313 2.93129 -0.43 -0.42 -0.20 0.157
H -1.93948 2.14813 1.28529 -0.11 -1.25 0.29 0.154
H -0.06648 1.30513 2.22229 0.08 -0.71 -0.37 0.147
H -3.55648 -1.06787 0.32329 0.82 -0.10 -0.15 0.160
C 1.23552 -5.06487 -0.18771 0.64 -1.19 -0.28 -0.214
C 0.89152 -4.01787 0.75329 -0.29 0.98 1.03 -0.200
O 0.08552 -3.08687 -0.01071 -0.29 0.37 0.71 -0.133
O 1.78752 -4.34387 -1.29171 0.05 -1.58 -0.88 -0.050
H 0.32152 -5.60787 -0.37871 -0.20 -0.41 -0.88 0.135
H 1.97452 -5.75087 0.22429 -0.01 -0.06 0.10 0.149
H 1.83352 -3.58387 1.09229 -0.40 0.51 0.33 0.129
H 0.25052 -4.37187 1.54329 0.21 -0.12 0.53 0.119
H 0.52052 -3.19687 -0.86571 -0.02 0.53 -0.93 0.071
H 2.04752 -5.02787 -1.94771 -0.15 0.92 0.26 0.144
```
Forces are in eV/Å.

Its spin multiplicity is 5. For the total energy, the calculation gives -67389.8015 eV. The HOMO energy (spin up / spin down) comes out at -13.2 / -13.2 eV. The net charge is +2.



Density functional theory data (wB97M-V/def2-TZVPD) for a molecular structure, C14H39InO18P4 in a non-equilibrium geometry.

Geometry as XYZ:
```
76
Properties=species:S:1:pos:R:3:forces:R:3:lowdin_charge:R:1
In -1.01419 -0.61242 0.08086 1.14 0.44 -1.20 1.230
C -1.47149 -0.14180 -4.89312 0.22 0.88 -0.38 0.041
C -1.30786 -0.31692 -3.38359 0.97 -3.25 3.06 -0.638
O -0.68959 0.49371 -2.64205 -0.30 1.77 -1.12 0.013
O -1.63095 -1.43832 -2.89957 -0.93 0.13 -1.01 -0.013
H -2.33864 0.50714 -5.01560 0.29 0.40 -0.15 0.097
H -1.65830 -1.00625 -5.53024 0.03 -0.45 0.95 0.095
H -0.52845 0.29446 -5.22244 -0.33 0.45 -0.19 0.092
C 1.49513 1.57514 4.10650 -1.77 0.59 -0.29 -0.116
O 2.53717 0.71350 3.70874 1.10 -0.71 -1.19 -0.216
P 2.60223 -0.35150 2.44107 0.02 1.02 0.77 0.470
O 1.35850 -0.45985 1.65406 -0.28 0.33 0.20 -0.352
O 3.94746 0.01081 1.58260 -1.23 -0.05 1.39 -0.219
C 4.41225 1.42109 1.50750 -0.76 -0.80 0.41 -0.029
O 2.92201 -1.71088 3.19025 0.02 -0.20 -0.13 -0.227
C 1.89135 -2.55754 3.81708 0.49 0.65 0.26 -0.045
H 0.77854 1.07567 4.75852 -0.12 -0.49 -0.33 0.086
H 0.98693 2.04554 3.26475 -0.18 -0.57 -0.32 0.066
H 1.70542 2.46649 4.69757 1.59 -0.26 0.09 0.089
H 3.51858 2.02624 1.65993 0.36 0.40 -0.07 0.065
H 4.86208 1.61421 0.53361 -0.25 -0.43 -0.01 0.088
H 5.16153 1.58415 2.28216 -0.20 -0.03 0.03 0.094
H 2.32294 -2.89070 4.76091 0.20 -0.23 -0.30 0.093
H 1.62137 -3.39524 3.17406 0.26 0.17 -0.07 0.085
H 0.98798 -2.02483 4.11413 0.06 0.39 -0.45 0.083
C 3.34226 -3.53391 0.05632 1.26 -0.07 0.79 -0.081
O 3.80461 -2.59433 -0.92733 -1.22 1.50 -1.29 -0.207
P 2.89621 -1.51662 -1.74157 1.49 1.08 0.69 0.548
O 1.62000 -1.14483 -1.06012 0.43 -1.09 -1.32 -0.327
O 2.90527 -2.13280 -3.27147 0.71 1.78 2.11 -0.200
C 1.78979 -2.89113 -3.59980 -2.07 -0.77 -0.07 -0.136
O 3.85198 -0.17136 -1.86658 -0.05 -3.77 0.32 -0.236
C 3.39775 0.99708 -2.52005 -0.01 0.28 1.18 -0.099
H 2.30664 -3.47121 0.39047 -0.04 0.26 -0.56 0.085
H 3.98997 -3.36628 0.91682 -0.24 0.27 0.25 0.086
H 3.64749 -4.53466 -0.24937 -0.55 0.01 -0.48 0.092
H 2.03396 -3.70267 -4.28527 0.20 0.21 0.07 0.102
H 0.98350 -2.27557 -3.99862 0.21 0.21 -0.57 0.077
H 1.27903 -3.28739 -2.72218 0.31 -0.49 0.24 0.082
H 3.25621 1.68311 -1.68492 -0.82 0.35 -0.20 0.076
H 2.47426 0.75156 -3.04444 0.16 0.73 -0.39 0.086
H 4.23612 1.44460 -3.05387 -0.29 -0.47 -0.73 0.097
C -7.23257 -1.44909 -0.07938 -0.96 0.65 -0.90 -0.122
O -6.37321 -1.64774 0.99472 3.01 -1.86 0.75 -0.214
P -4.88511 -2.32077 0.78816 -0.88 0.33 1.78 0.515
O -3.83079 -1.41794 0.23633 -0.72 -0.71 0.05 -0.386
O -5.09581 -3.73721 0.01287 -0.90 2.59 1.97 -0.201
C -4.07900 -4.15276 -0.85487 0.66 -1.13 -0.82 -0.106
O -4.55325 -2.75872 2.31720 -0.74 0.65 -1.00 -0.213
C -4.50188 -1.92173 3.48975 1.14 0.23 1.18 -0.096
H -8.24841 -1.41582 0.31442 0.06 0.00 0.01 0.097
H -7.18836 -2.25250 -0.81469 0.14 0.08 -0.08 0.089
H -6.99398 -0.47341 -0.50272 -0.17 -0.11 -0.44 0.094
H -4.47980 -4.22094 -1.86622 0.20 0.64 -0.12 0.099
H -3.85158 -5.19381 -0.62549 0.30 0.11 0.39 0.096
H -3.21340 -3.50112 -0.73573 0.05 -0.26 -0.55 0.071
H -4.42605 -0.83456 3.46932 -0.41 0.16 -1.50 0.088
H -3.55434 -2.13636 3.98391 0.05 -0.54 -0.06 0.082
H -5.26084 -2.08842 4.25414 -0.45 -0.69 -0.65 0.091
C -1.88227 4.24234 -0.17395 -0.87 -0.86 -0.14 -0.099
O -0.74174 4.37371 0.66065 2.11 -0.91 -0.45 -0.218
P 0.57098 3.50730 0.26465 1.86 -1.03 0.01 0.569
O 0.46577 1.99494 0.01492 -0.51 3.58 0.89 -0.344
O 1.24432 4.30656 -0.99819 -1.09 -1.37 0.89 -0.248
C 0.86291 4.05379 -2.41763 0.63 1.50 0.91 -0.032
O 1.58363 3.86626 1.55157 -2.96 -2.43 -2.46 -0.255
C 2.24814 5.06653 1.71174 0.66 1.66 0.12 -0.135
H -1.77232 3.65849 -1.08780 0.74 -0.04 -0.09 0.070
H -2.24164 5.22052 -0.49351 -0.20 -0.08 0.58 0.104
H -2.53548 3.60709 0.42430 -0.81 0.70 -0.15 0.098
H -0.13158 3.63118 -2.56074 0.40 -0.42 0.22 0.074
H 1.69708 3.55536 -2.91140 -0.40 -0.42 0.18 0.082
H 0.84976 5.08073 -2.78278 -0.15 -0.14 -0.34 0.090
H 1.69679 5.93767 1.35783 -0.10 -0.10 -0.38 0.092
H 3.20417 4.98676 1.19429 0.12 0.36 0.19 0.095
H 2.36283 5.25818 2.77862 0.32 -0.31 0.01 0.096
```
Forces are in eV/Å.

Its spin multiplicity is 2. For the total energy, the calculation gives -94334.0481 eV. The HOMO energy (spin up / spin down) comes out at -12.5 / -12.1 eV. The net charge is +1.